C11H28BIO5 | ωB97M-V/def2-TZVPD

XYZ file:
```
46
Properties=species:S:1:pos:R:3:forces:R:3:mulliken_charge:R:1
C -2.681 3.000 -1.461 -0.1 -0.1 0.0 -1.0294
C -1.359 3.692 -1.804 0.1 -0.1 -0.1 -0.1550
C -0.408 3.783 -0.571 -0.2 0.0 0.2 -0.2939
I -0.029 5.812 0.013 0.0 0.0 0.0 0.0199
B 0.903 3.001 -0.882 0.1 0.0 0.1 -0.0252
C 0.973 1.444 -0.646 0.0 -0.2 0.0 0.1540
C 1.254 0.496 -1.804 -0.4 1.2 -0.2 0.4355
O 1.689 -0.599 -1.676 0.4 1.4 0.0 -0.5729
O 0.908 0.931 -3.047 0.2 0.1 -0.1 -0.5255
H -2.523 2.219 -0.709 -0.2 0.1 -0.2 0.1185
H -3.122 2.521 -2.341 0.1 0.1 0.1 0.3468
H -3.420 3.711 -1.075 0.2 -0.1 0.1 0.3216
H -0.883 3.131 -2.628 0.0 0.1 0.2 -0.0006
H -1.522 4.700 -2.197 0.0 -0.2 0.0 0.4910
H -0.911 3.357 0.303 0.0 0.1 -0.2 0.1014
H 1.861 3.579 -1.303 -0.1 -0.1 -0.2 -0.0757
H 0.068 1.059 -0.152 0.2 0.0 -0.1 0.0690
H 1.808 1.258 0.049 -0.3 0.2 0.0 0.0723
H 0.917 1.897 -3.092 -0.2 -0.2 0.1 0.3703
C -2.388 0.735 2.272 0.0 0.0 0.0 -0.0316
C -3.756 0.353 1.747 0.1 0.0 0.0 -0.4314
O -3.723 0.104 0.345 0.0 0.0 0.0 -0.5096
H -2.041 1.648 1.782 0.0 0.0 0.0 -0.1101
H -2.409 0.910 3.349 0.0 0.0 0.0 0.4109
H -1.651 -0.042 2.058 0.0 0.0 0.1 -0.1933
H -4.461 1.172 1.896 0.0 0.0 -0.1 0.2912
H -4.156 -0.524 2.268 0.0 0.0 0.1 0.3274
H -3.150 -0.657 0.196 0.0 0.1 0.0 0.2957
C 1.534 -2.507 2.946 0.0 0.1 0.1 -1.3034
C 0.579 -1.933 1.918 0.0 -0.3 -0.1 0.2094
O 0.728 -0.527 1.753 0.1 0.0 0.2 -0.4996
H 1.383 -2.036 3.918 0.0 0.0 0.0 0.3456
H 1.385 -3.583 3.053 0.0 0.0 0.0 0.3667
H 2.571 -2.340 2.644 0.0 0.0 0.0 0.3345
H -0.454 -2.093 2.232 0.0 0.0 0.0 0.2846
H 0.718 -2.426 0.952 0.0 0.0 0.0 -0.0624
H 1.628 -0.375 1.444 -0.1 -0.1 0.0 0.2735
C 3.536 -4.154 -1.106 0.0 0.0 0.0 -1.0650
C 2.038 -4.070 -1.329 -0.3 0.1 0.0 -0.2475
O 1.560 -2.733 -1.336 0.3 -2.1 0.1 -0.3436
H 3.808 -3.669 -0.167 0.0 0.0 0.0 0.2287
H 3.866 -5.193 -1.071 0.0 0.0 0.0 0.3792
H 4.077 -3.657 -1.915 0.0 0.0 0.0 0.3077
H 1.504 -4.562 -0.515 0.0 -0.1 0.0 0.2904
H 1.762 -4.581 -2.258 0.0 -0.1 0.0 0.2992
H 1.990 -2.250 -2.053 -0.2 -0.2 0.3 0.3308
```
Positions in Å, forces in eV/Å.

HOMO level = -0.3465 Eh
spin multiplicity = 1

C11H29BO9Si2 | ωB97M-V/def2-TZVPD

XYZ file:
```
52
Properties=species:S:1:pos:R:3:forces:R:3:mulliken_charge:R:1
C -2.922 -0.022 -3.107 -1.0 0.7 0.0 -0.8535
C -3.756 0.193 -1.795 0.4 -0.3 0.0 -0.5297
Si -2.868 -0.273 -0.188 0.4 0.5 -0.6 0.3321
O -1.223 0.211 -0.145 -1.3 0.4 1.3 -0.1673
Si -0.942 1.074 1.322 0.9 -1.0 -0.9 0.4287
C 0.896 1.120 1.803 -0.3 -0.7 0.2 -0.7150
B 1.401 -0.262 2.463 -0.5 -0.2 -0.3 0.5451
O 0.561 -1.386 2.470 1.3 1.6 0.4 -0.5060
O 2.707 -0.350 3.030 -1.6 -0.6 -0.8 -0.5889
H -3.292 -0.935 -3.597 0.6 0.2 0.1 0.3187
H -3.155 0.816 -3.790 0.2 -0.4 0.1 0.3215
H -1.834 -0.029 -2.959 -0.4 -0.2 0.1 0.1537
H -4.657 -0.449 -1.853 0.3 0.3 0.2 0.3114
H -4.130 1.228 -1.678 0.3 -0.4 -0.2 0.3183
H -3.027 -1.704 0.099 0.2 -0.2 0.0 -0.1419
H -3.572 0.444 0.904 0.0 0.0 0.0 -0.1682
H -1.493 2.423 1.144 -0.1 0.2 0.1 -0.1782
H -1.634 0.319 2.389 0.0 0.3 0.1 -0.1210
H 0.986 1.870 2.619 0.1 -0.1 -0.6 0.2452
H 1.568 1.388 0.965 -0.3 0.1 0.4 0.3683
H 1.072 -2.053 2.937 -0.1 -0.6 0.1 0.2821
H 3.282 -0.116 2.301 0.6 0.4 0.1 0.2864
C -1.075 0.598 -10.385 0.3 -0.1 0.1 -1.0954
C -2.241 0.607 -9.416 0.0 0.3 -0.5 -0.1802
O -2.000 -0.262 -8.304 -0.2 0.0 0.1 -0.3592
C -1.193 0.229 -7.364 -0.1 -0.3 -0.1 0.7772
O -0.680 1.314 -7.368 0.1 0.3 0.0 -0.5488
O -1.044 -0.702 -6.422 0.0 0.0 0.1 -0.3386
C -0.135 -0.333 -5.386 0.2 0.0 0.3 -0.6751
H -0.838 -0.423 -10.687 -0.1 0.0 -0.1 0.2923
H -1.311 1.185 -11.273 0.0 0.0 0.0 0.3538
H -0.179 1.015 -9.925 -0.1 0.1 0.0 0.3116
H -3.133 0.226 -9.912 0.0 -0.2 0.2 0.2904
H -2.467 1.616 -9.070 0.1 -0.1 0.1 0.3064
H -0.397 0.631 -4.954 0.1 0.0 -0.1 0.2935
H 0.885 -0.314 -5.771 0.0 0.1 0.0 0.3598
H -0.198 -1.090 -4.607 -0.2 -0.1 -0.2 0.2240
C 4.116 0.395 5.980 -0.1 -0.3 0.0 -0.8534
C 3.422 1.099 7.129 0.5 0.2 -0.3 -0.2338
O 2.226 0.408 7.516 -0.1 0.1 0.1 -0.3509
C 2.413 -0.673 8.270 -0.2 0.1 -0.2 0.7791
O 3.468 -1.095 8.655 0.2 -0.1 0.1 -0.5480
O 1.219 -1.214 8.516 -0.1 0.0 0.1 -0.3355
C 1.280 -2.433 9.255 -0.1 -0.3 0.2 -0.6419
H 3.427 0.244 5.151 0.0 0.1 0.0 0.1049
H 4.968 0.980 5.631 0.0 0.0 0.0 0.3647
H 4.477 -0.589 6.282 0.1 0.1 0.1 0.3200
H 3.110 2.094 6.814 -0.3 -0.1 0.1 0.3048
H 4.085 1.223 7.986 -0.1 -0.2 0.0 0.3264
H 1.858 -2.312 10.170 0.1 0.0 -0.1 0.2956
H 1.707 -3.224 8.638 0.1 0.0 0.1 0.2887
H 0.260 -2.704 9.519 0.0 0.2 -0.1 0.2257
```
Positions in Å, forces in eV/Å.

HOMO level = -0.3778 Eh
spin multiplicity = 1

C11H29F2O10S3Zn | ωB97M-V/def2-TZVPD

XYZ file:
```
56
Properties=species:S:1:pos:R:3:forces:R:3:mulliken_charge:R:1
Zn 1.290 2.180 0.582 1.4 3.8 0.4 1.0660
C 4.974 0.494 -0.917 -0.8 0.8 -0.1 -0.6843
C 4.167 0.829 0.334 -2.1 1.2 0.9 -0.2311
O 3.239 1.950 0.314 1.8 -1.5 -0.9 -0.6323
H 5.483 1.383 -1.292 -0.1 0.1 -0.2 0.2456
H 4.213 0.141 -1.613 0.5 -0.1 -0.6 -0.1351
H 5.740 -0.260 -0.737 -0.1 -0.3 0.1 0.3707
H 4.878 0.928 1.154 0.1 0.2 0.4 0.3740
H 3.528 -0.025 0.557 0.3 -0.7 0.2 0.0772
F 0.993 3.306 2.269 -0.3 -0.9 -0.1 -0.8338
F 0.947 3.885 -0.514 -0.2 -1.5 -0.2 -0.8384
O 1.005 -0.168 4.217 -0.5 0.2 -0.4 -0.6126
S 0.199 0.234 3.093 0.8 0.9 -1.4 0.8222
O 0.936 0.648 1.845 -2.9 -2.7 3.9 -0.2518
O -0.763 -1.061 2.710 0.1 1.2 0.2 -0.2396
C -1.105 -1.993 3.767 0.2 -1.0 -0.7 -0.2802
C -2.451 -2.672 3.494 -0.5 0.1 0.0 -1.0818
C -1.161 1.416 3.606 1.4 -0.6 -1.4 -0.6266
H -1.172 -1.645 4.798 0.5 0.9 -0.3 0.3423
H -0.290 -2.714 3.712 -0.2 -0.2 0.3 0.3300
H -2.888 -2.553 2.502 0.6 0.0 -0.3 0.1662
H -3.240 -2.279 4.136 0.1 0.1 0.3 0.3576
H -2.378 -3.737 3.714 0.0 0.0 -0.1 0.3382
H -1.735 1.064 4.462 0.4 -0.3 0.0 0.3651
H -1.748 1.426 2.688 -0.1 0.2 0.2 0.0201
H -0.647 2.371 3.725 0.0 0.1 0.0 0.3849
O -2.999 3.587 0.255 0.6 -2.3 -0.3 -0.7107
S -2.513 2.240 -0.029 -0.5 3.0 -1.3 0.9102
O -1.219 1.828 0.421 -1.0 -0.4 -0.2 -0.2758
O -3.661 1.265 0.597 0.7 0.6 0.0 -0.4378
C -3.678 -0.082 0.125 1.5 0.2 0.7 0.2304
C -4.738 -0.259 -0.861 -1.5 -1.0 -1.4 -1.3799
C -2.696 1.963 -1.903 -0.4 -0.9 0.9 -0.8378
H -3.976 -0.789 0.899 0.6 0.6 0.8 0.1079
H -2.674 -0.395 -0.162 0.1 0.2 -0.3 0.2737
H -5.542 -0.588 -0.204 -0.7 -0.3 -1.1 0.4205
H -4.389 -1.002 -1.579 -0.5 -0.6 0.2 0.3197
H -5.117 0.522 -1.521 0.5 0.6 0.6 0.3297
H -2.780 0.882 -2.016 0.0 0.0 0.0 0.2187
H -1.908 2.244 -2.600 0.5 0.5 1.0 0.3116
H -3.623 2.422 -2.246 0.0 0.1 0.4 0.3620
O -0.262 -0.616 -2.890 1.5 1.0 2.3 -0.7273
S 0.880 -0.013 -2.146 0.1 -0.5 -3.7 0.7296
O 0.819 0.718 -0.928 -0.8 -2.1 0.3 0.2525
O 2.043 -1.176 -2.141 -0.9 0.6 0.6 -0.1273
C 2.250 -2.143 -3.187 0.0 -2.4 0.8 -0.3323
C 3.011 -3.336 -2.472 0.5 1.0 -1.4 -1.1889
C 1.658 1.131 -3.264 -0.6 -1.3 1.7 -1.0009
H 2.755 -1.775 -4.081 0.6 0.6 0.5 0.3562
H 1.380 -2.631 -3.627 -0.8 0.7 0.6 0.3373
H 2.416 -3.913 -1.763 0.0 0.7 0.3 0.2858
H 3.956 -2.941 -2.098 -0.3 -0.1 0.7 0.3030
H 3.336 -4.085 -3.194 -0.2 0.1 -0.5 0.4264
H 2.604 1.337 -2.762 0.3 0.0 -0.5 0.1986
H 1.037 2.015 -3.121 0.0 0.1 -1.0 0.4179
H 1.619 0.440 -4.106 0.5 1.3 -0.9 0.4142
```
Positions in Å, forces in eV/Å.

HOMO level = -0.1492 Eh
net charge = -1
spin multiplicity = 1

Which formula does entry 3 have?
C11H29F2O10S3Zn

Repeat the first record exactly.
C11H28BIO5 | ωB97M-V/def2-TZVPD

XYZ file:
```
46
Properties=species:S:1:pos:R:3:forces:R:3:mulliken_charge:R:1
C -2.681 3.000 -1.461 -0.1 -0.1 0.0 -1.0294
C -1.359 3.692 -1.804 0.1 -0.1 -0.1 -0.1550
C -0.408 3.783 -0.571 -0.2 0.0 0.2 -0.2939
I -0.029 5.812 0.013 0.0 0.0 0.0 0.0199
B 0.903 3.001 -0.882 0.1 0.0 0.1 -0.0252
C 0.973 1.444 -0.646 0.0 -0.2 0.0 0.1540
C 1.254 0.496 -1.804 -0.4 1.2 -0.2 0.4355
O 1.689 -0.599 -1.676 0.4 1.4 0.0 -0.5729
O 0.908 0.931 -3.047 0.2 0.1 -0.1 -0.5255
H -2.523 2.219 -0.709 -0.2 0.1 -0.2 0.1185
H -3.122 2.521 -2.341 0.1 0.1 0.1 0.3468
H -3.420 3.711 -1.075 0.2 -0.1 0.1 0.3216
H -0.883 3.131 -2.628 0.0 0.1 0.2 -0.0006
H -1.522 4.700 -2.197 0.0 -0.2 0.0 0.4910
H -0.911 3.357 0.303 0.0 0.1 -0.2 0.1014
H 1.861 3.579 -1.303 -0.1 -0.1 -0.2 -0.0757
H 0.068 1.059 -0.152 0.2 0.0 -0.1 0.0690
H 1.808 1.258 0.049 -0.3 0.2 0.0 0.0723
H 0.917 1.897 -3.092 -0.2 -0.2 0.1 0.3703
C -2.388 0.735 2.272 0.0 0.0 0.0 -0.0316
C -3.756 0.353 1.747 0.1 0.0 0.0 -0.4314
O -3.723 0.104 0.345 0.0 0.0 0.0 -0.5096
H -2.041 1.648 1.782 0.0 0.0 0.0 -0.1101
H -2.409 0.910 3.349 0.0 0.0 0.0 0.4109
H -1.651 -0.042 2.058 0.0 0.0 0.1 -0.1933
H -4.461 1.172 1.896 0.0 0.0 -0.1 0.2912
H -4.156 -0.524 2.268 0.0 0.0 0.1 0.3274
H -3.150 -0.657 0.196 0.0 0.1 0.0 0.2957
C 1.534 -2.507 2.946 0.0 0.1 0.1 -1.3034
C 0.579 -1.933 1.918 0.0 -0.3 -0.1 0.2094
O 0.728 -0.527 1.753 0.1 0.0 0.2 -0.4996
H 1.383 -2.036 3.918 0.0 0.0 0.0 0.3456
H 1.385 -3.583 3.053 0.0 0.0 0.0 0.3667
H 2.571 -2.340 2.644 0.0 0.0 0.0 0.3345
H -0.454 -2.093 2.232 0.0 0.0 0.0 0.2846
H 0.718 -2.426 0.952 0.0 0.0 0.0 -0.0624
H 1.628 -0.375 1.444 -0.1 -0.1 0.0 0.2735
C 3.536 -4.154 -1.106 0.0 0.0 0.0 -1.0650
C 2.038 -4.070 -1.329 -0.3 0.1 0.0 -0.2475
O 1.560 -2.733 -1.336 0.3 -2.1 0.1 -0.3436
H 3.808 -3.669 -0.167 0.0 0.0 0.0 0.2287
H 3.866 -5.193 -1.071 0.0 0.0 0.0 0.3792
H 4.077 -3.657 -1.915 0.0 0.0 0.0 0.3077
H 1.504 -4.562 -0.515 0.0 -0.1 0.0 0.2904
H 1.762 -4.581 -2.258 0.0 -0.1 0.0 0.2992
H 1.990 -2.250 -2.053 -0.2 -0.2 0.3 0.3308
```
Positions in Å, forces in eV/Å.

HOMO level = -0.3465 Eh
spin multiplicity = 1

Number 1 is which compound?
C11H28BIO5